No. 1
Molecular formula: C5H10O
Method: DFT, ωB97M-V/def2-TZVPD

The value obtained for the energy relative to the best compared isomer or geometry (same formula, charge and spin) is 229.2 kJ/mol. Its SMILES is C[C@H]1[C@H]2C[C@@H]12.O. For the energy, the calculation gives -7392.3900 eV. Its multiplicity is 1. The HOMO energy comes out at -9.58 eV.

Structure (XYZ):
```
16
Properties=species:S:1:pos:R:3:forces:R:3:nbo_charge:R:1
C -1.730 -0.101 0.134 0.0106 -0.0562 -0.0134 -0.626
C -0.394 0.583 0.379 -0.1239 0.1244 0.0436 -0.210
C 0.533 0.141 1.462 0.0162 0.0941 0.2933 -0.232
C 0.940 -1.196 0.930 0.0161 -0.2605 0.0578 -0.394
C 0.964 0.007 0.052 0.1661 0.0516 -0.1226 -0.269
H -2.393 0.108 0.981 0.0397 -0.0111 -0.1591 0.216
H -1.642 -1.188 0.048 0.0289 0.1707 0.0043 0.211
H -2.216 0.271 -0.775 0.1315 -0.0504 0.0902 0.217
H -0.445 1.667 0.246 0.0356 -0.1662 0.1160 0.216
H 0.991 0.726 2.245 -0.0275 -0.0790 -0.1052 0.226
H 1.909 -1.570 1.258 -0.1405 0.0644 -0.0466 0.218
H 0.202 -1.978 0.756 0.0924 0.1268 0.0931 0.200
H 1.822 0.466 -0.423 -0.1803 -0.0434 0.0931 0.229
O 0.363 0.569 -2.793 -0.0184 0.1278 -0.0514 -0.939
H 0.113 0.222 -1.927 0.0260 -0.0361 -0.1555 0.477
H 0.984 1.273 -2.574 -0.0726 -0.0570 -0.1377 0.460
```
Positions in Å, forces in eV/Å.

---

No. 2
Molecular formula: C5H10O
Method: DFT, ωB97M-V/def2-TZVPD

The value obtained for the energy relative to the best compared isomer or geometry (same formula, charge and spin) is 125.8 kJ/mol. Its SMILES is O=C1CCCC1.[H][H]. For the energy, the calculation gives -7393.4618 eV. Its multiplicity is 1. The HOMO energy comes out at -9.44 eV.

Structure (XYZ):
```
16
Properties=species:S:1:pos:R:3:forces:R:3:nbo_charge:R:1
O 1.216 -1.264 1.147 -0.2873 0.4272 0.0811 -0.541
C 0.563 -0.379 0.644 -0.1788 -0.5267 0.1453 0.624
C 0.651 0.123 -0.789 0.3604 -0.2774 0.3282 -0.527
C -0.845 -0.049 -1.126 -0.2589 0.0897 -0.1915 -0.397
C -1.557 0.650 0.057 0.1212 0.1186 -0.0422 -0.401
C -0.741 0.130 1.253 0.1074 -0.0290 0.1412 -0.527
H 0.984 1.183 -0.833 -0.5090 -0.4415 0.0921 0.228
H 1.383 -0.449 -1.368 -0.4414 -0.0371 0.0668 0.243
H -1.046 0.351 -2.112 -0.3773 0.1498 -0.1019 0.219
H -1.174 -1.108 -1.111 0.5461 0.3540 -0.1478 0.207
H -2.632 0.441 0.166 0.4161 -0.0876 -0.2342 0.218
H -1.456 1.733 -0.060 0.0349 -0.0463 0.1145 0.201
H -1.194 -0.749 1.722 -0.0774 0.2168 0.0402 0.235
H -0.524 0.861 2.036 -0.1230 -0.0242 -0.0615 0.238
H 3.396 -0.513 -0.058 0.4073 0.1111 -0.1512 -0.063
H 2.934 -0.937 0.338 0.2598 0.0027 -0.0791 0.043
```
Positions in Å, forces in eV/Å.

---

No. 3
Molecular formula: C5H10O
Method: DFT, ωB97M-V/def2-TZVPD

The value obtained for the energy relative to the best compared isomer or geometry (same formula, charge and spin) is 116.0 kJ/mol. Its SMILES is CC[C@@H](C)C=O. For the energy, the calculation gives -7393.5634 eV. Its multiplicity is 1. The HOMO energy comes out at -9.67 eV.

Structure (XYZ):
```
16
Properties=species:S:1:pos:R:3:forces:R:3:nbo_charge:R:1
C 2.165 -0.330 -0.388 -0.0779 0.1299 -0.0747 -0.612
C 0.777 -0.466 0.241 -0.0261 0.0255 0.3169 -0.380
C -0.522 0.049 -0.425 -0.5703 -0.0272 0.8071 -0.331
C -1.690 -0.417 0.624 0.3760 -0.3963 -0.6823 -0.603
C -0.779 1.536 -0.468 -0.1373 0.3996 0.4530 0.427
O -1.419 2.065 0.412 0.3860 0.7343 -0.4270 -0.529
H 2.471 0.710 -0.525 -0.0491 -0.0648 -0.0293 0.205
H 2.895 -0.800 0.287 -0.1745 0.1636 -0.1643 0.217
H 2.256 -0.849 -1.350 -0.1601 0.1376 0.0997 0.204
H 0.589 -1.538 0.380 0.0925 0.1714 0.0885 0.204
H 0.774 -0.015 1.234 0.2328 -0.0998 0.1717 0.205
H -0.439 -0.277 -1.502 -1.0458 -0.2511 1.0313 0.218
H -1.736 0.169 1.573 0.7017 -0.1827 -1.0601 0.242
H -2.716 -0.333 0.240 0.4142 -0.1875 -0.2669 0.218
H -1.471 -1.436 0.929 -0.2522 -0.3113 -0.2202 0.198
H -0.487 2.154 -1.338 0.2901 -0.2410 -0.0434 0.118
```
Positions in Å, forces in eV/Å.

---

No. 4
Molecular formula: C5H10O
Method: DFT, ωB97M-V/def2-TZVPD

The value obtained for the energy relative to the best compared isomer or geometry (same formula, charge and spin) is 161.6 kJ/mol. Its SMILES is C[C@H]1CCC1=O.[H][H]. For the energy, the calculation gives -7393.0905 eV. Its multiplicity is 1. The HOMO energy comes out at -9.46 eV.

Structure (XYZ):
```
16
Properties=species:S:1:pos:R:3:forces:R:3:nbo_charge:R:1
C 1.607 -0.945 0.028 0.0338 -0.0431 -0.0065 -0.602
C 0.398 -0.077 0.338 0.0499 -0.0698 0.0574 -0.335
C 0.448 1.439 -0.004 0.1361 0.1435 0.0589 -0.399
C -0.865 1.325 -0.823 -0.1153 0.0505 -0.0900 -0.530
C -0.781 -0.189 -0.632 -0.2423 -0.3543 -0.1835 0.624
O -1.359 -1.125 -1.117 0.2867 0.4668 0.1912 -0.523
H 1.366 -2.004 0.165 0.0368 0.1484 -0.0212 0.225
H 1.930 -0.805 -1.011 -0.0484 -0.0096 0.1421 0.207
H 2.449 -0.693 0.681 -0.1259 -0.0379 -0.0773 0.214
H 0.051 -0.251 1.366 0.0185 0.0313 -0.1570 0.232
H 0.412 2.116 0.852 0.0096 -0.1008 -0.1383 0.213
H 1.313 1.698 -0.622 -0.1269 -0.0532 0.0866 0.208
H -1.745 1.756 -0.334 0.1137 -0.0832 -0.0519 0.236
H -0.845 1.662 -1.864 -0.0068 -0.0560 0.1453 0.234
H -2.262 -1.966 1.853 0.0048 -0.0028 -0.0294 -0.019
H -2.118 -1.941 1.123 -0.0242 -0.0298 0.0737 0.015
```
Positions in Å, forces in eV/Å.

---

No. 5
Molecular formula: C5H10O
Method: DFT, ωB97M-V/def2-TZVPD

The value obtained for the energy relative to the best compared isomer or geometry (same formula, charge and spin) is 200.6 kJ/mol. Its SMILES is O=CC1CCC1.[H][H]. For the energy, the calculation gives -7392.6867 eV. Its multiplicity is 1. The HOMO energy comes out at -9.82 eV.

Structure (XYZ):
```
16
Properties=species:S:1:pos:R:3:forces:R:3:nbo_charge:R:1
O 0.029 2.132 -0.672 0.2345 -0.4248 -0.1974 -0.530
C 0.555 1.138 -1.115 -0.0852 0.2287 0.1407 0.455
C 0.276 -0.268 -0.664 -0.1146 0.0969 -0.0897 -0.336
C -0.743 -0.443 0.481 -0.1841 0.0356 0.0323 -0.403
C 0.362 -1.052 1.376 0.0015 -0.0750 0.1613 -0.400
C 1.408 -0.817 0.261 0.2518 -0.0445 -0.0179 -0.384
H 1.353 1.224 -1.886 -0.0804 0.0232 0.0698 0.107
H 0.101 -0.890 -1.550 0.0527 0.0938 0.1354 0.224
H -1.577 -1.113 0.254 0.1315 0.1258 0.0177 0.211
H -1.142 0.510 0.835 0.0633 -0.1420 -0.0555 0.230
H 0.559 -0.508 2.305 -0.0461 -0.1010 -0.1453 0.208
H 0.209 -2.107 1.619 0.0292 0.1601 -0.0335 0.205
H 2.170 -0.073 0.515 -0.1086 -0.0929 -0.0612 0.208
H 1.914 -1.710 -0.113 -0.0751 0.1110 0.0514 0.211
H -2.378 2.055 -0.750 -0.0965 -0.0046 -0.0159 0.017
H -3.096 1.922 -0.896 0.0261 0.0095 0.0078 -0.022
```
Positions in Å, forces in eV/Å.

---

No. 6
Molecular formula: C5H10O
Method: DFT, ωB97M-V/def2-TZVPD

The value obtained for the energy relative to the best compared isomer or geometry (same formula, charge and spin) is 43.2 kJ/mol. Its SMILES is C[C@H]1CCOC1. For the energy, the calculation gives -7394.3174 eV. Its multiplicity is 1. The HOMO energy comes out at -9.61 eV.

Structure (XYZ):
```
16
Properties=species:S:1:pos:R:3:forces:R:3:nbo_charge:R:1
C 1.902 0.077 0.046 0.0750 -0.0279 -0.0086 -0.599
C 0.425 0.439 0.150 0.0095 0.0313 0.0187 -0.249
C -0.404 0.062 -1.088 -0.0030 0.0042 -0.0383 -0.425
C -1.768 -0.228 -0.475 -0.0847 0.0869 -0.2672 -0.066
O -1.475 -0.902 0.734 -0.0776 -0.0534 0.0657 -0.528
C -0.312 -0.308 1.290 0.2356 0.0862 0.1520 -0.069
H 2.386 0.608 -0.781 -0.0744 -0.0624 0.1059 0.210
H 2.443 0.329 0.966 -0.0858 -0.0261 -0.1243 0.209
H 2.019 -0.999 -0.129 -0.0217 0.1409 0.0286 0.204
H 0.334 1.520 0.316 0.0033 -0.1521 -0.0062 0.199
H -0.427 0.855 -1.842 -0.0015 -0.0925 0.1065 0.214
H -0.002 -0.845 -1.554 -0.0568 0.0861 0.0768 0.202
H -2.404 -0.881 -1.079 0.0867 0.0980 0.0781 0.193
H -2.313 0.711 -0.280 0.0608 -0.1324 0.0039 0.155
H -0.587 0.382 2.102 0.0164 -0.1112 -0.1225 0.169
H 0.299 -1.112 1.718 -0.0817 0.1243 -0.0690 0.180
```
Positions in Å, forces in eV/Å.

---

No. 7
Molecular formula: C5H10O
Method: DFT, ωB97M-V/def2-TZVPD

The value obtained for the energy relative to the best compared isomer or geometry (same formula, charge and spin) is 112.8 kJ/mol. Its SMILES is CCCC(C)=O. For the energy, the calculation gives -7393.5960 eV. Its multiplicity is 1. The HOMO energy comes out at -9.43 eV.

Structure (XYZ):
```
16
Properties=species:S:1:pos:R:3:forces:R:3:nbo_charge:R:1
C -0.085 -2.281 -0.186 0.0985 -0.2617 0.0701 -0.602
C -0.721 -0.962 -0.555 0.3771 -0.1302 0.0764 -0.392
C 0.328 0.179 -0.599 0.6805 0.0153 0.1672 -0.512
C 0.305 0.898 0.687 -0.9704 0.5119 0.5354 0.581
C 0.206 2.371 0.582 0.0123 0.4413 0.3046 -0.713
O 0.344 0.283 1.737 -0.0617 0.5265 -0.2485 -0.584
H 0.452 -2.121 0.751 0.0186 -0.2744 -0.0827 0.224
H -0.822 -3.075 -0.046 0.0601 0.0106 -0.0310 0.204
H 0.623 -2.581 -0.963 -0.0033 -0.1125 0.1205 0.198
H -1.309 -1.034 -1.486 0.5220 0.1559 0.1250 0.206
H -1.449 -0.702 0.232 0.2689 -0.0022 -0.2686 0.209
H 0.293 0.752 -1.529 -0.1798 0.3128 0.4721 0.221
H 1.457 0.157 -0.311 -0.7910 -1.8725 -1.6744 0.258
H -0.876 2.519 0.646 0.0144 0.3998 0.0695 0.246
H 0.712 2.831 1.419 -0.0896 0.3747 0.1571 0.234
H 0.541 2.767 -0.380 0.0434 -0.0951 0.2072 0.221
```
Positions in Å, forces in eV/Å.

---

No. 8
Molecular formula: C5H10O
Method: DFT, ωB97M-V/def2-TZVPD

The value obtained for the energy relative to the best compared isomer or geometry (same formula, charge and spin) is 566.9 kJ/mol. For the energy, the calculation gives -7388.8902 eV. Its multiplicity is 1. The HOMO energy comes out at -7.49 eV.

Structure (XYZ):
```
16
Properties=species:S:1:pos:R:3:forces:R:3:nbo_charge:R:1
C 1.066 1.673 -0.509 0.0373 -0.0249 0.0447 -0.626
C -0.192 0.837 -0.496 0.0179 0.1155 0.0261 -0.003
O 0.052 -0.470 -1.024 -0.0554 -0.1097 -0.1099 -0.501
C -0.537 -0.121 0.556 0.1730 0.2387 0.3369 0.076
C -1.327 -1.461 -0.720 -0.2269 -0.3219 -0.2597 -0.299
C 0.509 -0.532 1.544 0.0163 -0.0424 -0.0236 -0.699
H 1.313 1.971 -1.533 -0.0442 -0.0322 0.1335 0.220
H 1.919 1.129 -0.098 -0.1263 0.0916 -0.0581 0.217
H 0.910 2.583 0.083 0.0036 -0.1232 -0.0849 0.215
H -1.032 1.341 -0.990 0.1238 -0.0827 0.0843 0.174
H -2.240 -0.906 -0.919 0.1726 -0.0521 0.0544 0.209
H -1.040 -2.062 -1.593 -0.0330 0.0633 0.1006 0.172
H -1.456 -2.133 0.132 0.0808 0.1921 -0.1061 0.196
H 0.389 0.110 2.428 -0.0244 -0.0612 -0.1286 0.233
H 1.549 -0.452 1.202 -0.1357 -0.0089 0.0241 0.202
H 0.338 -1.563 1.878 0.0205 0.1581 -0.0336 0.215
```
Positions in Å, forces in eV/Å.